{
  "formula": "C25H55Ca3N2O14P2",
  "method": "wB97M-V/def2-TZVPD",
  "species": ["Ca", "Ca", "Ca", "P", "P", "O", "O", "O", "O", "O", "O", "O", "O", "O", "O", "O", "O", "O", "O", "N", "N", "C", "C", "C", "C", "C", "C", "C", "C", "C", "C", "C", "C", "C", "C", "C", "C", "C", "C", "C", "C", "C", "C", "C", "C", "C", "H", "H", "H", "H", "H", "H", "H", "H", "H", "H", "H", "H", "H", "H", "H", "H", "H", "H", "H", "H", "H", "H", "H", "H", "H", "H", "H", "H", "H", "H", "H", "H", "H", "H", "H", "H", "H", "H", "H", "H", "H", "H", "H", "H", "H", "H", "H", "H", "H", "H", "H", "H", "H", "H", "H"],
  "positions_angstrom": [[-3.07005, -1.93178, 1.96828], [-2.40783, 2.04735, -0.74424], [2.54390, 2.08274, -0.02064], [-5.66167, 0.78039, 0.99416], [0.17036, -0.74653, 0.19587], [2.13670, 5.61996, -0.73763], [1.54701, -0.61995, 0.83618], [-0.64175, -2.08463, 0.16493], [-7.19476, 0.72024, 0.76829], [3.51275, -6.29089, -1.92868], [3.61558, 2.67084, 3.67749], [-4.77925, 0.00072, -0.03551], [-4.89972, 2.11449, 1.09596], [-5.50899, 0.05083, 2.35521], [-0.72570, 0.02289, 1.05931], [0.30989, 6.96718, -0.56137], [3.50006, 1.74821, -3.71327], [0.24454, 4.78034, -0.20942], [0.14859, 0.26395, -0.99685], [-3.12758, 3.69754, -3.79829], [-1.73806, -3.44965, 4.90878], [-0.37521, -3.07515, 4.67880], [3.45687, -7.72981, -1.79276], [1.23675, -6.98845, -1.40706], [4.34284, 1.68133, 4.36737], [1.98324, -8.04436, -2.09218], [4.17095, 0.75728, -5.73832], [-1.85236, 4.69716, -5.80137], [-3.67089, 2.60833, -4.64494], [-1.22245, -5.56775, 3.71138], [-1.77954, -4.91009, 4.99158], [-1.91337, 4.23754, -4.34155], [3.81052, 1.82917, 5.82120], [0.65475, -3.18422, 5.95733], [3.78772, 2.78738, -4.68787], [2.23672, -5.76818, -1.58398], [0.90426, 5.78710, -0.47869], [-2.34828, -2.88729, 6.10190], [2.41824, 2.29169, 5.60206], [-2.39899, -1.33902, 6.25935], [2.37118, 3.01220, 4.29677], [3.70335, 2.11137, -6.01733], [-3.95201, 6.04892, -3.21030], [3.50502, 0.47332, -4.28832], [-4.25774, 4.64817, -3.78566], [-2.85100, 1.30284, -4.70074], [1.77618, -8.04333, -3.16233], [-4.73010, 2.50321, -4.41020], [0.36682, -2.68303, 6.88145], [-1.87907, 1.50913, -5.14894], [4.09900, 0.77709, 3.80970], [4.49674, 2.41994, 6.42799], [2.62374, 2.09172, -6.16612], [-2.77731, 0.81441, -3.72909], [1.04761, -7.23774, -0.36295], [-3.45418, 5.91207, -2.25033], [2.31126, -5.25651, -0.62443], [3.71119, 0.84759, 6.28460], [4.24268, 2.74472, -6.72167], [0.79990, -4.24701, 6.15104], [5.41030, 1.90173, 4.36022], [2.98878, 3.51521, -4.54630], [-2.70332, -0.72796, 5.40960], [-0.13346, -5.56863, 3.75841], [1.50860, 2.57414, 3.79461], [-1.80014, 3.82125, -6.44802], [4.76789, 3.25746, -4.60782], [2.59437, -0.09830, -4.46738], [1.75416, -5.11988, -2.31538], [5.25380, 0.86803, -5.79556], [0.23613, -6.74557, -1.76463], [1.64625, 1.52237, 5.58501], [-2.85610, -5.02751, 5.11546], [0.89012, 7.43754, -1.16445], [-1.22344, -5.32656, 5.83146], [-1.50155, -5.18423, 2.72999], [2.34909, 4.07928, 4.51803], [-3.33453, -3.28060, 6.34831], [4.13772, -0.20713, -3.71842], [-0.37547, -2.01717, 4.41654], [-1.09388, 3.58808, -4.03376], [-4.94264, 4.24482, -3.03979], [-3.75261, 2.88923, -5.69495], [-3.45848, 6.76856, -3.86348], [1.58686, -2.64778, 5.77984], [1.80816, -8.99012, -1.57936], [-4.81061, 4.67035, -4.72478], [-3.34614, 0.53822, -5.29932], [-1.72487, -3.15096, 6.95626], [-1.74677, 5.11021, -3.71006], [3.79048, -8.05070, -0.80593], [4.18043, -8.09483, -2.52167], [2.11911, 2.97138, 6.39996], [3.85697, -0.03746, -6.41501], [-1.05520, 5.43109, -5.91961], [-1.40532, -0.98410, 6.53277], [-1.58134, -6.59688, 3.72460], [-0.01042, -3.55147, 3.76878], [-3.04386, -1.06913, 7.09565], [-4.91412, 6.52977, -3.03356], [-2.63405, 5.38205, -6.13000]],
  "homo_lumo_gap_ev": 1.941,
  "relative_energy_kj_mol": 2071.80,
  "charge": -1
}

=====

{
  "formula": "C12H15NO5S",
  "method": "wB97M-V/def2-TZVPD",
  "species": ["S", "O", "O", "O", "O", "O", "N", "C", "C", "C", "C", "C", "C", "C", "C", "C", "C", "C", "C", "H", "H", "H", "H", "H", "H", "H", "H", "H", "H", "H", "H", "H", "H", "H"],
  "positions_angstrom": [[-1.14814, -1.73929, 0.43217], [2.07118, 2.88888, -5.09799], [-0.58305, -2.93039, 1.00833], [-2.24861, -1.87824, -0.47670], [2.36398, 0.73974, -4.55677], [3.17783, 1.46851, -1.99209], [-1.60211, -0.63211, 1.61916], [-0.82570, -0.72989, 2.85054], [2.12758, 0.75129, -1.50630], [-3.01624, -0.60885, 1.96107], [2.94280, 2.46162, -2.95218], [0.15349, -0.80083, -0.34901], [2.43151, 1.89938, -4.27338], [2.46651, -0.29335, -0.64190], [0.78701, 1.00587, -1.78693], [-3.10512, -1.34947, 3.29330], [1.48087, -1.06710, -0.06624], [-1.83950, -0.86280, 3.99796], [-0.19505, 0.22519, -1.20212], [-1.23932, 0.39428, -1.40947], [-0.18454, -1.61169, 2.78442], [-3.05022, -2.42431, 3.11779], [-2.01953, 0.11143, 4.45442], [1.77057, 2.53138, -5.94961], [1.72114, -1.88754, 0.59078], [2.25380, 3.23841, -2.59577], [-3.32859, 0.43529, 2.07323], [-3.58097, -1.07072, 1.15371], [-0.19657, 0.15862, 2.95506], [0.49546, 1.79633, -2.46041], [-1.49300, -1.55026, 4.76628], [3.51079, -0.47599, -0.44638], [3.91626, 2.92605, -3.13933], [-4.01451, -1.11944, 3.84434]],
  "homo_lumo_gap_ev": 9.381,
  "smiles": "O=C(O)COc1ccc(S(=O)(=O)N2CCCC2)cc1",
  "relative_energy_kj_mol": 205.27
}

=====

{
  "formula": "C4H5NO",
  "method": "wB97M-V/def2-TZVPD",
  "species": ["O", "N", "C", "C", "C", "C", "H", "H", "H", "H", "H"],
  "positions_angstrom": [[2.96868, 0.35673, -0.24604], [1.74957, 0.96120, -0.74902], [-0.25952, -0.01178, 0.27736], [2.19694, 0.98155, 0.55273], [0.65328, -0.10976, 1.43249], [0.55534, 0.20372, -0.99346], [0.07084, 0.83855, -1.84656], [0.23093, -0.00981, 2.49190], [-0.95817, 0.75449, 0.23647], [0.88528, -0.81115, -1.35182], [-0.65438, -1.01093, 0.39124]],
  "homo_lumo_gap_ev": [7.997, 7.873],
  "relative_energy_kj_mol": 855.45
}

=====

{
  "formula": "C57H47N6O2RhS3",
  "method": "wB97M-V/def2-TZVPD",
  "species": ["Rh", "S", "S", "S", "O", "O", "N", "N", "N", "N", "N", "N", "C", "C", "C", "C", "C", "C", "C", "C", "C", "C", "C", "C", "C", "C", "C", "C", "C", "C", "C", "C", "C", "C", "C", "C", "C", "C", "C", "C", "C", "C", "C", "C", "C", "C", "C", "C", "C", "C", "C", "C", "C", "C", "C", "C", "C", "C", "C", "C", "C", "C", "C", "C", "C", "C", "C", "C", "C", "H", "H", "H", "H", "H", "H", "H", "H", "H", "H", "H", "H", "H", "H", "H", "H", "H", "H", "H", "H", "H", "H", "H", "H", "H", "H", "H", "H", "H", "H", "H", "H", "H", "H", "H", "H", "H", "H", "H", "H", "H", "H", "H", "H", "H", "H", "H"],
  "positions_angstrom": [[-1.92525, -0.47109, -1.08816], [2.10169, 0.67473, 1.31233], [1.60551, -0.51916, -1.21258], [-0.69400, 0.99364, 1.73872], [-1.95436, 1.26322, -2.14345], [-1.83107, -2.28477, -0.21179], [-2.30030, -1.18859, -2.86352], [0.21428, -0.66565, -1.52604], [-2.31420, -0.23548, -3.88133], [-1.51971, 0.44587, 0.70647], [2.17495, -0.53980, 0.37950], [0.86358, 1.57160, 1.46499], [-0.66489, -1.48582, 2.71362], [-4.27300, -1.21321, 1.55595], [-3.27547, 3.80963, 2.88153], [3.90717, -2.14700, -1.27838], [2.87554, -1.35318, 3.02625], [3.58689, -0.91672, 5.28328], [5.73555, 2.27454, 0.78313], [5.45819, 3.61161, 0.52017], [4.63660, -3.18102, -1.84447], [-4.74116, -2.20038, 2.40575], [-1.88277, 4.24614, -6.11827], [-0.17722, -0.81357, 5.37630], [4.12497, -3.87977, -2.93088], [3.65242, 1.17668, -2.18499], [-5.20020, -2.37246, -0.31255], [3.36865, 0.44478, 5.10569], [-1.91077, 3.39210, -3.87153], [-1.82549, 4.46314, -4.74904], [-2.12120, 0.95899, -3.38685], [-0.26614, 0.18964, 4.42288], [-5.44319, -3.28798, 1.89858], [2.66404, 0.00567, 2.86750], [4.14928, 4.06669, 0.48628], [-2.49191, -3.50847, -2.20901], [-0.48997, -0.16170, 3.10130], [3.39198, 1.86405, 0.98462], [-4.48647, -1.27897, 0.17648], [4.05733, 2.38213, -2.73758], [-2.51221, 4.70328, 3.61670], [-2.83082, -4.77397, -2.72248], [2.31049, 0.99138, -1.89020], [-5.67174, -3.36591, 0.53351], [2.88251, -3.55277, -3.45256], [-0.56295, -2.47722, 3.67752], [3.09721, 3.19155, 0.72728], [-1.32144, 2.48766, 2.49430], [4.69801, 1.38917, 1.01067], [-2.68116, 2.69112, 2.31441], [-2.18913, -4.56722, -0.05366], [-2.11884, 1.88296, -5.73211], [-2.03125, 2.95371, -6.60655], [-3.92945, -0.25133, -0.74571], [-2.51198, -2.41597, -3.16228], [-2.15883, -3.37802, -0.82751], [-0.54358, 3.38255, 3.21570], [2.89877, 0.91353, 3.89256], [3.12328, 3.37699, -2.99754], [-2.05704, 2.09604, -4.35728], [-1.14795, 4.49370, 3.78170], [2.67248, -1.82030, -1.81905], [-0.31768, -2.14360, 5.00227], [-2.85925, -5.90619, -1.94482], [2.14660, -2.51688, -2.89669], [3.33749, -1.81103, 4.25368], [1.36172, 1.96930, -2.16126], [-2.52929, -5.78255, -0.58849], [1.78062, 3.17049, -2.71426], [6.27123, 4.30138, 0.33554], [-1.87528, 3.54176, -2.80070], [5.10100, 2.53949, -2.97662], [-5.37247, -2.45141, -1.38027], [-0.16013, 1.22610, 4.71414], [-2.71182, -2.64437, -4.20623], [2.72402, 1.97076, 3.73739], [1.16196, -2.25374, -3.26242], [-0.00771, -0.55403, 6.41297], [4.89598, 0.34424, 1.21432], [-0.70440, -3.51128, 3.39132], [-1.71944, 5.46959, -4.36341], [-4.03040, 0.75534, -0.33126], [-3.08204, -4.84161, -3.77536], [0.52075, 3.22119, 3.31360], [6.75840, 1.92315, 0.80531], [-1.96020, -4.46331, 0.99974], [-2.55216, -6.65722, 0.05133], [4.28158, -1.61141, -0.41709], [2.06745, 3.51698, 0.69762], [2.66117, -2.02847, 2.21060], [3.44270, 4.31018, -3.44311], [-4.44853, -0.27837, -1.70742], [3.55929, 1.13814, 5.91358], [-2.07896, 2.78080, -7.67414], [-1.81690, 5.08105, -6.80413], [-3.24467, 1.98415, 1.71913], [4.69450, -4.69112, -3.36457], [-5.80719, -4.06321, 2.56064], [-3.70124, -0.38452, 1.95650], [5.59940, -3.45011, -1.43061], [-3.13143, -6.86306, -2.36678], [3.49928, -2.87029, 4.40092], [1.04791, 3.93172, -2.94963], [0.31143, 1.76625, -1.97467], [-6.21141, -4.20904, 0.12055], [-0.25758, -2.92164, 5.75218], [-2.97877, 5.57425, 4.05772], [3.93937, 5.10557, 0.27071], [2.47855, -4.10978, -4.28688], [-4.33403, 3.98229, 2.74205], [3.94924, -1.28166, 6.23523], [-0.55381, 5.20194, 4.34370], [-0.92778, -1.72985, 1.68732], [-4.55371, -2.12473, 3.47075], [4.37570, 0.39544, -1.99205], [-2.23333, 0.87195, -6.09626]],
  "homo_lumo_gap_ev": 6.125
}

=====

{
  "formula": "C4H6N2",
  "method": "wB97M-V/def2-TZVPD",
  "species": ["N", "N", "C", "C", "C", "C", "H", "H", "H", "H", "H", "H"],
  "positions_angstrom": [[1.51282, 0.31692, 0.58350], [-2.50225, -0.53926, -1.43373], [0.14171, -0.10262, 0.54030], [-0.88502, 0.89601, 0.03721], [-1.82793, 0.14884, -0.79491], [1.09665, -0.77526, -0.37946], [1.21053, -0.49386, -1.43220], [-1.42259, 1.39301, 0.85444], [-0.20689, -0.71080, 1.37573], [1.94560, 0.03677, 1.46475], [-0.38466, 1.67597, -0.54653], [1.32204, -1.84573, -0.26909]],
  "homo_lumo_gap_ev": 11.129,
  "smiles": "N#CC[C@H]1CN1",
  "relative_energy_kj_mol": 165.90
}